Record 1
This record from the Open Molecules 2025 dataset describes an isolated ion of composition C2H4Br2N and charge +1 in a non-equilibrium geometry. The level of theory is the ωB97M-V functional and the def2-TZVPD basis.

The geometry in XYZ format:
```
9
Properties=species:S:1:pos:R:3:forces:R:3:lowdin_charge:R:1
Br -2.47598 1.04208 0.09159 0.89 -0.42 -0.19 0.802
C -0.73794 0.74586 -0.61898 2.46 0.50 2.93 -0.537
N 0.03495 -0.44281 -0.08402 -0.75 0.79 1.18 -0.010
C 0.71241 0.75423 0.57779 -2.34 -1.05 -5.82 -0.585
Br 2.43366 1.06392 -0.00254 0.20 0.14 -0.23 0.859
H -0.59829 1.22416 -1.59199 0.59 -0.92 0.19 0.095
H -0.47802 -1.05691 0.52876 -1.11 0.36 0.98 0.154
H 0.51658 -1.19356 -0.56010 1.12 0.59 -1.43 0.172
H 0.49675 1.07489 1.52388 -1.05 0.01 2.40 0.050
```
Positions in Å, forces in eV/Å.

Properties
* strongest force on any atom: 0.124 Eh/bohr
* ΔE to the lowest compared entry with this formula, charge and spin: 42.58 kcal/mol
* E_HOMO: -14.27 eV
* SMILES string: Br[C@@H]1[NH2+][C@H]1Br
* E: -5281.009937 a.u.
* total charge: +1
* lowest unoccupied orbital energy: -4.185 eV

Record 2
This record from the Open Molecules 2025 dataset describes one molecule with the formula C2H4Br2O in a non-equilibrium geometry. The level of theory is the ωB97M-V functional and the def2-TZVPD basis.

The geometry in XYZ format:
```
9
Properties=species:S:1:pos:R:3:forces:R:3:lowdin_charge:R:1
O -0.24951 -1.50023 -0.23088 -1.56 1.17 -0.29 -0.162
C -0.50531 -0.20597 0.31215 -1.10 -2.16 1.16 -0.788
Br -2.48132 0.28448 -0.08453 1.77 -0.43 0.35 0.585
C 0.37096 0.83657 -0.29757 0.53 -3.05 -1.57 -0.580
Br 2.18377 0.13118 -0.06309 0.49 0.70 0.45 0.701
H 0.58792 -1.73582 0.15055 0.74 -0.49 0.20 0.012
H -0.41666 -0.36797 1.45772 -0.35 1.16 -1.80 0.132
H 0.33840 0.83084 -1.39071 -0.65 0.26 0.37 0.071
H 0.17174 1.72692 0.14636 0.11 2.85 1.13 0.030
```
Positions in Å, forces in eV/Å.

Properties
* strongest force on any atom: 0.067 Eh/bohr
* ΔE to the lowest compared entry with this formula, charge and spin: 15.98 kcal/mol
* E_HOMO: -10.58 eV
* SMILES string: O[C@H](Br)CBr
* E: -5301.848280 a.u.
* lowest unoccupied orbital energy: 0.242 eV

Record 3
This record from the Open Molecules 2025 dataset describes one molecule with the formula C2H4BrCl in a non-equilibrium geometry. The level of theory is the ωB97M-V functional and the def2-TZVPD basis.

The geometry in XYZ format:
```
8
Properties=species:S:1:pos:R:3:forces:R:3:lowdin_charge:R:1
C -0.07310 -0.46768 0.56880 -1.42 -3.62 -1.23 -0.788
C 0.35843 0.43873 -0.49335 0.94 -0.62 1.53 -0.463
Cl 1.24978 -0.79503 1.69907 0.73 0.19 1.18 0.513
Br -1.64743 1.03300 -1.62096 -2.09 0.66 -1.17 0.512
H -0.25531 -1.60599 0.21231 -0.09 2.81 0.35 0.103
H -1.00587 -0.14043 1.09822 1.07 -0.16 -0.20 0.065
H 0.85463 0.13070 -1.38585 0.46 -0.18 -0.14 0.028
H 0.51886 1.40671 -0.07824 0.41 0.93 -0.32 0.030
```
Positions in Å, forces in eV/Å.

Properties
* strongest force on any atom: 0.079 Eh/bohr
* ΔE to the lowest compared entry with this formula, charge and spin: 0.00 kcal/mol
* <S²>: 2.01
* E_HOMO (alpha / beta): -7.03 / -10.33 eV
* E: -3112.648595 a.u.
* 2S+1: 3
* lowest unoccupied orbital energy (alpha / beta): 0.897 / -4.110 eV

Record 4
This record from the Open Molecules 2025 dataset describes a 2-piece molecular cluster, C2H4BrCl2OP overall in a non-equilibrium geometry. The level of theory is the ωB97M-V functional and the def2-TZVPD basis.

The geometry in XYZ format:
```
11
Properties=species:S:1:pos:R:3:forces:R:3:lowdin_charge:R:1
C 0.34888 -0.29016 0.36051 0.53 -3.45 -0.71 -0.135
C -0.85681 -0.20327 -0.39518 -2.84 0.88 0.42 -0.290
O -2.31296 -0.98964 1.88532 0.26 0.31 -0.80 -0.381
P -2.28872 -1.00901 0.41958 1.03 -1.47 0.69 -0.183
Cl -1.76849 -2.98131 -0.23040 -0.12 1.07 0.19 0.249
Cl -3.98894 -0.77675 -0.46666 -0.79 0.03 -0.72 0.385
Br -2.56706 2.14724 -0.02391 1.51 -1.28 -0.09 -0.023
H 1.04614 -1.01348 -0.20562 -1.08 0.49 0.57 0.157
H 0.32270 -0.59097 1.38333 -0.48 -0.14 0.61 0.090
H 0.88184 0.54089 0.22318 2.19 3.74 -0.25 0.051
H -0.84039 0.08732 -1.44073 -0.21 -0.18 0.09 0.080
```
Positions in Å, forces in eV/Å.

Properties
* strongest force on any atom: 0.084 Eh/bohr
* ΔE to the lowest compared entry with this formula, charge and spin: 51.01 kcal/mol
* E_HOMO (alpha / beta): -9.74 / -9.74 eV
* E: -3989.586325 a.u.
* lowest unoccupied orbital energy (alpha / beta): -2.902 / -2.902 eV

Record 5
This record from the Open Molecules 2025 dataset describes a 2-piece molecular cluster, C2H4BrI overall in a non-equilibrium geometry. The level of theory is the ωB97M-V functional and the def2-TZVPD basis.

The geometry in XYZ format:
```
8
Properties=species:S:1:pos:R:3:forces:R:3:lowdin_charge:R:1
C -1.50750 0.18668 0.15765 0.30 -0.18 0.04 -0.561
C 1.31815 -0.54652 -0.14263 -0.33 0.18 -0.65 -0.660
Br -1.87043 1.99955 -0.11400 0.27 -0.96 0.10 0.603
I 2.42136 1.12339 0.19979 0.14 0.18 0.14 0.738
H -1.58853 -0.29946 1.10248 -0.35 0.54 0.85 -0.017
H -1.14180 -0.50017 -0.57356 -0.22 0.48 -0.98 -0.046
H 0.90950 -0.58014 -1.16812 0.40 -0.42 0.94 -0.029
H 1.45924 -1.38333 0.53839 -0.20 0.18 -0.43 -0.029
```
Positions in Å, forces in eV/Å.

Properties
* strongest force on any atom: 0.022 Eh/bohr
* ΔE to the lowest compared entry with this formula, charge and spin: 97.38 kcal/mol
* E_HOMO (alpha / beta): -8.37 / -8.26 eV
* E: -2950.156654 a.u.
* lowest unoccupied orbital energy (alpha / beta): -0.260 / -0.002 eV

Record 6
This record from the Open Molecules 2025 dataset describes C2H4BrI as an isolated structure in a non-equilibrium geometry. The level of theory is the ωB97M-V functional and the def2-TZVPD basis.

The geometry in XYZ format:
```
8
Properties=species:S:1:pos:R:3:forces:R:3:lowdin_charge:R:1
C -1.05650 -0.36169 -0.43941 3.51 3.59 2.25 0.011
C 0.84864 0.18766 0.54780 -3.86 -0.93 -0.62 -1.272
Br 1.21096 1.96474 -0.04318 -0.15 -0.07 0.11 0.535
I 2.25613 -1.18436 -0.07674 0.41 -0.36 0.26 0.736
H -1.30464 0.63691 -0.11535 -0.97 -0.05 0.15 -0.017
H -0.83374 -0.28652 -1.45544 0.54 -0.59 -1.53 0.000
H -1.59582 -1.15192 -0.03061 -0.44 -1.37 0.67 0.003
H 0.47496 0.19517 1.61293 0.97 -0.22 -1.28 0.005
```
Positions in Å, forces in eV/Å.

Properties
* strongest force on any atom: 0.107 Eh/bohr
* ΔE to the lowest compared entry with this formula, charge and spin: 69.15 kcal/mol
* E_HOMO: -8.76 eV
* E: -2950.201652 a.u.
* lowest unoccupied orbital energy: 0.097 eV

Record 7
This record from the Open Molecules 2025 dataset describes C2H4BrNO as an isolated structure in a non-equilibrium geometry. The level of theory is the ωB97M-V functional and the def2-TZVPD basis.

The geometry in XYZ format:
```
9
Properties=species:S:1:pos:R:3:forces:R:3:lowdin_charge:R:1
C 0.77317 0.41675 -0.00612 -2.66 -2.52 -1.13 -0.804
C -0.50741 -0.96594 -0.29415 1.39 4.48 -1.32 -0.179
N 0.42760 1.43556 0.56204 -2.12 -0.03 0.80 0.059
O -1.54328 -0.72056 0.58187 -0.02 -1.88 0.25 -0.083
Br 2.42094 0.11515 -0.82072 1.10 -0.35 -0.54 0.682
H 0.11357 -1.84221 -0.24703 -0.30 -0.66 1.12 0.066
H -0.85133 -0.90740 -1.39546 0.66 0.41 1.54 0.117
H 0.89530 2.29764 0.72075 1.03 0.25 -0.11 0.055
H -1.72856 0.17101 0.89884 0.92 0.28 -0.62 0.086
```
Positions in Å, forces in eV/Å.

Properties
* strongest force on any atom: 0.095 Eh/bohr
* ΔE to the lowest compared entry with this formula, charge and spin: 58.82 kcal/mol
* E_HOMO: -9.56 eV
* E: -2782.542285 a.u.
* lowest unoccupied orbital energy: 0.804 eV

Record 8
This record from the Open Molecules 2025 dataset describes a 2-piece molecular cluster, C2H4BrNO2 overall in a non-equilibrium geometry. The level of theory is the ωB97M-V functional and the def2-TZVPD basis.

The geometry in XYZ format:
```
10
Properties=species:S:1:pos:R:3:forces:R:3:lowdin_charge:R:1
C 1.27674 -0.91706 0.02423 0.89 -2.93 -0.38 0.080
C 1.21967 0.30086 0.45755 0.39 1.14 2.32 -0.081
N 0.16543 1.15529 -0.05188 -0.78 1.13 0.08 -0.392
O -0.47178 0.62633 -0.92106 -1.38 0.33 -1.30 0.009
O -0.06078 2.29182 0.37672 1.00 -1.60 -0.05 0.079
H 0.52193 -1.20822 -0.66747 -0.15 -0.15 -0.74 0.064
H 1.96769 -1.77065 0.28700 -0.62 1.63 0.23 0.108
H 1.65033 0.67294 1.36786 0.67 0.41 -0.17 0.118
Br -3.75663 -0.40495 -0.16922 -0.58 0.10 0.26 0.350
H -2.51260 -0.74635 -0.70373 0.56 -0.06 -0.26 -0.337
```
Positions in Å, forces in eV/Å.

Properties
* strongest force on any atom: 0.060 Eh/bohr
* ΔE to the lowest compared entry with this formula, charge and spin: 91.57 kcal/mol
* E_HOMO: -10.76 eV
* SMILES string: C=C[N+](=O)[O-].Br
* E: -2857.713930 a.u.
* lowest unoccupied orbital energy: -0.797 eV

Record 9
This record from the Open Molecules 2025 dataset describes a 2-piece molecular cluster, C2H4BrNO3 overall in a non-equilibrium geometry. The level of theory is the ωB97M-V functional and the def2-TZVPD basis.

The geometry in XYZ format:
```
11
Properties=species:S:1:pos:R:3:forces:R:3:lowdin_charge:R:1
C -0.90036 0.61983 -0.71182 -0.30 -2.03 -2.17 -0.075
C 0.41530 0.23411 -0.25151 0.13 0.89 4.21 -0.613
N 0.78791 -1.12646 -0.21871 1.71 -2.57 -0.58 -0.502
O 1.88328 -1.48056 0.12854 1.18 0.88 0.50 0.058
O -0.02264 -1.91416 -0.60412 -2.25 -0.57 -0.77 0.111
O -0.08721 -0.32614 1.80314 1.13 -3.87 -5.08 -0.111
Br 1.80258 1.43630 0.05227 -0.25 -0.10 -0.52 0.927
H -1.53120 0.13194 -0.00852 -1.03 -0.26 0.30 0.091
H -0.92630 1.63250 -0.66120 -0.52 3.06 0.40 0.041
H -1.21533 0.35848 -1.77285 0.82 -0.17 1.24 0.143
H -0.20604 0.43414 2.24478 -0.61 4.73 2.46 -0.070
```
Positions in Å, forces in eV/Å.

Properties
* strongest force on any atom: 0.126 Eh/bohr
* ΔE to the lowest compared entry with this formula, charge and spin: 96.08 kcal/mol
* E_HOMO (alpha / beta): -10.44 / -10.44 eV
* E: -2932.853735 a.u.
* lowest unoccupied orbital energy (alpha / beta): -2.220 / -2.220 eV

Record 10
This record from the Open Molecules 2025 dataset describes one molecule with the formula C2H4BrOP in a non-equilibrium geometry. The level of theory is the ωB97M-V functional and the def2-TZVPD basis.

The geometry in XYZ format:
```
9
Properties=species:S:1:pos:R:3:forces:R:3:lowdin_charge:R:1
O -1.20515 -1.27534 -0.51582 1.83 -0.21 2.58 -0.005
C -0.39391 -1.06405 0.36008 -0.92 1.40 -2.10 -0.819
Br 0.26126 -2.36041 1.65698 -0.41 -0.09 -0.18 0.690
C 0.44240 0.27273 0.46770 -1.36 -2.88 -3.78 -0.482
P -0.04850 1.57297 -0.72810 0.00 1.74 1.17 0.818
H 1.40037 -0.12899 0.28901 1.54 -0.11 -0.27 0.048
H 0.46556 0.69574 1.37386 -0.20 1.21 3.65 0.006
H -1.28592 1.04039 -0.91796 -1.18 -0.12 -0.24 -0.123
H 0.36389 1.24697 -1.98576 0.70 -0.94 -0.82 -0.133
```
Positions in Å, forces in eV/Å.

Properties
* strongest force on any atom: 0.096 Eh/bohr
* ΔE to the lowest compared entry with this formula, charge and spin: 25.67 kcal/mol
* E_HOMO: -9.60 eV
* SMILES string: O=C(Br)CP
* E: -3069.172684 a.u.
* lowest unoccupied orbital energy: 0.483 eV

Record 11
This record from the Open Molecules 2025 dataset describes one molecule with the formula C2H4BrOP in a non-equilibrium geometry. The level of theory is the ωB97M-V functional and the def2-TZVPD basis.

The geometry in XYZ format:
```
9
Properties=species:S:1:pos:R:3:forces:R:3:lowdin_charge:R:1
C -1.15088 -1.36261 0.60677 2.68 3.00 -0.72 -0.191
C 1.10460 0.88264 -0.22470 -0.04 0.33 0.98 -0.705
O -1.54352 1.13546 -0.39406 0.65 -0.03 0.49 -0.393
P -0.55427 0.11683 0.05408 -2.19 0.48 -1.09 0.671
Br 2.45871 -0.55455 -0.50010 -0.60 1.17 0.23 0.551
H -0.46837 -2.13753 0.46765 0.52 -1.68 0.34 -0.038
H -2.14749 -1.28756 0.28999 -1.47 -0.58 -0.03 -0.012
H 1.23523 1.50335 0.70603 0.57 -1.01 -0.56 0.049
H 1.06599 1.70399 -1.00567 -0.12 -1.69 0.37 0.068
```
Positions in Å, forces in eV/Å.

Properties
* strongest force on any atom: 0.079 Eh/bohr
* ΔE to the lowest compared entry with this formula, charge and spin: 41.91 kcal/mol
* E_HOMO: -9.28 eV
* E: -3069.146809 a.u.
* lowest unoccupied orbital energy: -0.038 eV

Record 12
This record from the Open Molecules 2025 dataset describes one molecule with the formula C2H4BrP in a non-equilibrium geometry. The level of theory is the ωB97M-V functional and the def2-TZVPD basis.

The geometry in XYZ format:
```
8
Properties=species:S:1:pos:R:3:forces:R:3:lowdin_charge:R:1
Br -2.79019 -0.19728 -0.12872 2.92 -0.10 0.85 0.194
C -0.48298 -0.14913 0.47951 -1.01 -1.94 1.20 -0.733
C 0.45459 -0.32018 -0.66461 0.17 -0.44 -0.55 -0.482
P 0.28515 1.40725 -0.01383 0.19 0.35 0.55 0.821
H -0.20943 -0.81758 1.43912 -1.38 1.88 -2.21 0.115
H 1.39701 -0.87958 -0.39140 -1.30 0.46 -0.79 0.087
H 0.02225 -0.38696 -1.70091 0.73 -0.21 1.22 0.075
H 1.32359 1.34346 0.98083 -0.32 0.01 -0.27 -0.078
```
Positions in Å, forces in eV/Å.

Properties
* strongest force on any atom: 0.063 Eh/bohr
* ΔE to the lowest compared entry with this formula, charge and spin: 47.47 kcal/mol
* E_HOMO: -9.85 eV
* SMILES string: Br[C@H]1CP1
* E: -2993.878855 a.u.
* lowest unoccupied orbital energy: -0.800 eV

- Look up the ΔE to the lowest compared entry with this formula, charge and spin of the fourth one.
  51.01 kcal/mol

What did the second record say?
This record from the Open Molecules 2025 dataset describes one molecule with the formula C2H4Br2O in a non-equilibrium geometry. The level of theory is the ωB97M-V functional and the def2-TZVPD basis.

The geometry in XYZ format:
```
9
Properties=species:S:1:pos:R:3:forces:R:3:lowdin_charge:R:1
O -0.24951 -1.50023 -0.23088 -1.56 1.17 -0.29 -0.162
C -0.50531 -0.20597 0.31215 -1.10 -2.16 1.16 -0.788
Br -2.48132 0.28448 -0.08453 1.77 -0.43 0.35 0.585
C 0.37096 0.83657 -0.29757 0.53 -3.05 -1.57 -0.580
Br 2.18377 0.13118 -0.06309 0.49 0.70 0.45 0.701
H 0.58792 -1.73582 0.15055 0.74 -0.49 0.20 0.012
H -0.41666 -0.36797 1.45772 -0.35 1.16 -1.80 0.132
H 0.33840 0.83084 -1.39071 -0.65 0.26 0.37 0.071
H 0.17174 1.72692 0.14636 0.11 2.85 1.13 0.030
```
Positions in Å, forces in eV/Å.

Properties
* strongest force on any atom: 0.067 Eh/bohr
* ΔE to the lowest compared entry with this formula, charge and spin: 15.98 kcal/mol
* E_HOMO: -10.58 eV
* SMILES string: O[C@H](Br)CBr
* E: -5301.848280 a.u.
* lowest unoccupied orbital energy: 0.242 eV

- What is the formula in the eleventh record?
  C2H4BrOP